# 1
Computed, not measured: a cluster of 2 separate species, C3H3I2N in total in a non-equilibrium geometry, with ωB97M-V/def2-TZVPD.

Geometry (Å):
C (0.409, 2.271, 0.106)
C (-0.479, -0.070, 0.582)
C (0.144, 0.920, -0.225)
N (0.509, 3.326, 0.529)
I (-2.710, -0.061, 0.127)
I (3.085, 0.208, 0.063)
H (-0.029, -1.118, 0.382)
H (-0.529, 0.104, 1.693)
H (0.270, 0.415, -1.132)

* LUMO (alpha / beta): -3.458 / -3.459 eV
* HOMO (alpha / beta): -9.46 / -9.46 eV
* electronic energy: -766.15449 a.u.

# 2
Computed, not measured: an isolated molecule of C3H3I2N in a non-equilibrium geometry, with ωB97M-V/def2-TZVPD.

Geometry (Å):
C (-0.573, -1.815, -1.116)
C (0.999, -0.065, 0.711)
C (-1.679, -0.965, -1.102)
N (0.283, -2.599, -1.220)
I (2.131, -1.726, 0.240)
I (-3.228, -1.037, 0.320)
H (1.081, 0.918, 0.039)
H (0.288, -0.006, 1.556)
H (-2.006, -0.431, -1.998)

* LUMO (alpha / beta): -1.576 / -0.607 eV
* HOMO (alpha / beta): -8.02 / -8.33 eV
* electronic energy: -766.07169 a.u.

# 3
Computed, not measured: a structure of composition C3H3I3O in a non-equilibrium geometry, with ωB97M-V/def2-TZVPD.

Geometry (Å):
C (-1.067, 1.376, 1.058)
C (1.062, -0.466, -0.687)
C (-0.038, -0.744, 0.200)
O (-1.378, 1.208, 2.166)
I (0.547, 0.782, -2.510)
I (0.374, -1.632, 2.081)
I (-1.722, -1.365, -0.975)
H (-1.107, 2.195, 0.384)
H (1.360, -1.302, -1.321)
H (1.970, -0.053, -0.396)

* LUMO (alpha / beta): -0.841 / -0.566 eV
* HOMO (alpha / beta): -8.13 / -8.07 eV
* electronic energy: -1084.28847 a.u.

The calculation returns the following energy above the lowest of the compared OMol25 structures with the same formula, charge and spin values, one per record and in order: 45.0, 96.9, 66.7 kcal/mol.